#A
Molecular formula: C6H8N2
Method: DFT, the ωB97M-V functional and the def2-TZVPD basis

Results
Highest occupied orbital energy in eV: -10.109
Frontier orbital gap in eV: 10.92
LUMO level in eV: 0.81

The geometry in ORCA input format:
```
! wB97M-V def2-TZVPD RIJCOSX def2/J DEFGRID3
* xyz 0 1
H 0.34495 -1.89739 -1.33156
C 1.15212 -0.61415 0.17889
N -1.33971 -0.40802 0.31987
H -1.25185 1.68270 -0.06266
N -0.03320 1.23653 3.24536
H 2.05285 0.08835 0.11999
C -0.03827 0.76000 2.15759
C -0.75406 0.02822 -0.99527
H 1.28394 -1.51961 0.75903
H -1.42703 -1.35943 0.47922
C 0.52359 -0.81634 -1.16228
C -0.10763 0.19918 0.86352
H 0.34052 1.81026 -0.67536
H 1.15886 -0.35201 -1.84529
C -0.34739 1.20205 -0.25309
H -1.55767 -0.04033 -1.79796
*
```



#B
Molecular formula: C6H8N2
Method: DFT, the ωB97M-V functional and the def2-TZVPD basis

Results
Highest occupied orbital energy in eV: -8.648
Frontier orbital gap in eV: 9.24
LUMO level in eV: 0.60

The geometry in ORCA input format:
```
! wB97M-V def2-TZVPD RIJCOSX def2/J DEFGRID3
* xyz 0 1
H -1.45918 -0.69648 1.86336
C 2.45100 0.03521 0.30478
H 0.98578 -1.93129 -1.36383
H -1.71507 -1.77429 -0.84225
H 2.91539 -0.56977 -0.48742
H 0.65458 0.85416 1.94559
N -0.56298 -0.06786 -1.58578
H 2.97790 0.99383 0.73668
H -1.66547 1.76714 1.67022
H -1.19345 -0.64847 -2.39894
N -1.28968 1.37856 0.83096
C -0.94306 -0.95998 -0.53659
C -1.02359 -0.13517 0.87195
C 0.05259 0.64453 0.97216
C 1.00324 0.16773 0.07609
C 0.37117 -0.94727 -0.99501
*
```



#C
Molecular formula: C6H8N2
Method: DFT, the ωB97M-V functional and the def2-TZVPD basis

Results
Highest occupied orbital energy in eV: -8.613
Frontier orbital gap in eV: 9.59
LUMO level in eV: 0.98

The geometry in ORCA input format:
```
! wB97M-V def2-TZVPD RIJCOSX def2/J DEFGRID3
* xyz 0 1
H -0.39432 -0.62589 2.19759
H -1.18458 1.17969 2.49323
C -1.18297 -0.50009 -0.52513
C 0.11168 -1.21802 -0.63748
H -1.67714 -0.45164 -1.71109
N 1.22349 -0.40611 -0.31386
C -0.73468 0.35372 1.67848
C 0.29134 1.27427 1.04133
N 1.09059 0.91776 0.13815
H 0.28449 -2.33708 -0.60461
H -2.60688 0.85616 0.42699
C 0.99444 -0.63375 -1.79573
C -1.67156 0.12336 0.50740
H 1.84631 -1.08879 -2.16193
H 0.36416 0.13597 -2.33003
H 0.31988 2.35318 1.30653
*
```



Which structure is most stable, and how do the rest compare? From most to least stable: #A, #C, #B.



#A
Molecular formula: C6H8N2
Method: DFT, the ωB97M-V functional and the def2-TZVPD basis

Results
Highest occupied orbital energy in eV: -9.747
Frontier orbital gap in eV: 10.50
LUMO level in eV: 0.75

The geometry in ORCA input format:
```
! wB97M-V def2-TZVPD RIJCOSX def2/J DEFGRID3
* xyz 0 1
N -0.75924 -0.16577 -0.69606
C -0.96894 -0.78451 0.60579
C 1.73251 -0.06992 -0.78026
H 1.56696 -0.03850 3.29047
C 0.80921 -0.20239 2.57785
H -1.84804 1.56352 -0.20894
H -0.90810 -1.88403 0.50164
C 0.00919 -0.45902 1.71228
H -0.05203 1.81426 -0.09864
C -0.86587 1.32117 -0.65647
C 0.47803 -0.61178 -1.34216
N 2.76766 0.31390 -0.40826
H -0.93361 1.65660 -1.74618
H 0.49344 -0.23519 -2.36985
H -2.01108 -0.53402 0.93587
H 0.48992 -1.68433 -1.31709
*
```



#B
Molecular formula: C6H8N2
Method: DFT, the ωB97M-V functional and the def2-TZVPD basis

Results
Highest occupied orbital energy in eV: -9.299
Frontier orbital gap in eV: 10.02
LUMO level in eV: 0.72

The geometry in ORCA input format:
```
! wB97M-V def2-TZVPD RIJCOSX def2/J DEFGRID3
* xyz 0 1
C -1.57713 -0.53483 -0.46269
N -2.41671 0.12740 0.31981
H 1.86706 1.80848 1.20585
H 1.44593 -1.78210 -0.48206
N -0.57665 1.24865 1.30470
H 2.40276 0.10269 0.67860
C -0.19295 -0.38738 -0.42693
C -1.85719 1.00542 1.15303
H 0.13701 -2.12654 -1.62772
C 0.29702 0.51923 0.57209
H 1.26219 -0.80025 -1.92651
C 1.69722 0.92293 0.60832
H -2.01373 -1.36982 -1.00210
C 0.70989 -1.33439 -1.15048
H 1.34386 1.07731 -0.59243
H -2.52859 1.52322 1.82852
*
```



#C
Molecular formula: C6H8N2
Method: DFT, the ωB97M-V functional and the def2-TZVPD basis

Results
Highest occupied orbital energy in eV: -8.873
Frontier orbital gap in eV: 9.77
LUMO level in eV: 0.90

The geometry in ORCA input format:
```
! wB97M-V def2-TZVPD RIJCOSX def2/J DEFGRID3
* xyz 0 1
H -0.82652 0.82548 -2.69753
C 0.22375 -1.52631 0.98092
H 0.43384 2.45721 -0.43247
C 0.02209 -0.80258 -1.42988
H 0.79262 -1.51739 -1.76303
C 0.13153 -0.70839 2.06634
H -1.29864 2.12727 -0.93514
H 1.03087 1.00409 -2.53990
N -0.11415 0.67386 1.69476
C 0.03060 0.67928 -2.02617
H 0.62545 -2.61309 0.65821
H 0.25973 -0.82323 3.15826
C -0.24458 1.68535 -0.73857
N 0.15420 -0.59956 -0.09009
C -0.23099 0.57317 0.36131
H -0.89207 -1.38360 -1.96480
*
```



Which structure is most stable, and how do the rest compare? From most to least stable: #B, #C, #A.



#A
Molecular formula: C6H8N2
Method: DFT, the ωB97M-V functional and the def2-TZVPD basis

Results
Highest occupied orbital energy (spin up / spin down) in eV: -7.436 / -7.390
Frontier orbital gap (spin up / spin down) in eV: 6.43 / 6.38
LUMO level (spin up / spin down) in eV: -1.01 / -1.01

The geometry in ORCA input format:
```
! wB97M-V def2-TZVPD RIJCOSX def2/J DEFGRID3
* xyz 0 1
C 1.29749 -1.95150 0.71837
C -1.69054 -0.85357 -1.05704
C 0.05601 -2.24364 0.11712
H 0.51580 2.81400 1.06424
H 1.94864 -2.68857 1.11606
H -2.20894 -1.70768 -1.58408
C 1.31284 -0.57101 0.75160
H -0.37242 -3.31828 -0.06733
H -0.53812 3.73083 -0.09835
N 0.20230 0.04421 0.31577
H 2.00096 0.18139 1.17589
H 0.93457 2.90223 -0.71676
C -0.63367 -1.01420 -0.17857
C 0.05232 2.82849 -0.00091
N -0.81590 1.70433 -0.18569
H -2.06134 0.14298 -1.37032
*
```



#B
Molecular formula: C6H8N2
Method: DFT, the ωB97M-V functional and the def2-TZVPD basis

Results
Highest occupied orbital energy in eV: -10.042
Frontier orbital gap in eV: 10.83
LUMO level in eV: 0.79

The geometry in ORCA input format:
```
! wB97M-V def2-TZVPD RIJCOSX def2/J DEFGRID3
* xyz 0 1
N 3.05610 -1.78554 -0.05455
H -2.30252 0.03179 -0.74321
C -1.18822 0.24434 -0.78468
H -1.34134 1.68430 0.97830
C 0.32846 0.29375 0.87076
C -0.23393 -0.91234 -0.42086
H -1.08694 0.75489 -1.76710
H -0.09117 2.00569 -0.30423
H -0.46435 -1.84570 -0.77991
H 1.16621 0.62673 -0.95154
C 1.10258 -0.16316 -0.31438
C -0.59543 1.23607 0.20794
N -0.28147 -0.99191 1.03561
H 0.90451 0.83268 1.61326
C 2.18701 -1.03365 -0.05988
H -1.15950 -0.97793 1.47447
*
```



#C
Molecular formula: C6H8N2
Method: DFT, the ωB97M-V functional and the def2-TZVPD basis

Results
Highest occupied orbital energy in eV: -8.567
Frontier orbital gap in eV: 9.68
LUMO level in eV: 1.12

The geometry in ORCA input format:
```
! wB97M-V def2-TZVPD RIJCOSX def2/J DEFGRID3
* xyz 0 1
N -0.08725 0.81159 -1.58562
N 1.06354 0.04260 -1.38546
H 0.87461 2.06431 -0.05873
C 0.01426 1.98398 -0.76600
H -0.79589 -2.84357 2.38461
H 2.75595 -0.76614 -2.20964
C 1.74790 -0.13769 -2.43023
H -2.00972 0.95421 -0.64665
C -0.54917 -0.09510 0.66217
H 0.08164 -1.73643 3.38855
H -0.43300 2.85645 -1.23081
H -1.73120 -1.56949 3.29386
C -0.80428 -1.83574 2.73937
C -0.92079 0.83785 -0.41381
H 1.48679 0.28889 -3.34373
C -0.69338 -0.85572 1.60214
*
```



#D
Molecular formula: C6H8N2
Method: DFT, the ωB97M-V functional and the def2-TZVPD basis

Results
Highest occupied orbital energy in eV: -8.035
Frontier orbital gap in eV: 8.93
LUMO level in eV: 0.90

The geometry in ORCA input format:
```
! wB97M-V def2-TZVPD RIJCOSX def2/J DEFGRID3
* xyz 0 1
C -0.36601 -1.54446 -0.88387
H 0.08174 0.89972 -2.15941
H 0.30409 2.98648 -0.98848
H -1.72389 -0.48182 0.33949
H 0.06172 -0.32094 2.65245
C -0.27263 -2.79114 -0.99740
H 1.68521 -1.28816 1.86417
N 0.27202 0.21403 0.58013
C -0.71799 0.99853 -1.25028
H 0.06318 -3.89357 -1.20116
C -0.03692 2.06398 -0.54954
H 1.47779 0.77000 2.22665
N 0.66854 1.52722 0.39435
C -0.77900 -0.25408 -0.21063
C 0.87412 -0.31340 1.83985
H -1.59199 1.42762 -1.65631
*
```



Which structure is most stable, and how do the rest compare? From most to least stable: #B, #C, #D, #A.